Molecular formula: C4H4O2
Method: DFT, the ωB97M-V functional and the def2-TZVPD basis

- energy (eV) = -8304.814
- SMILES = C#CCOC=O

```
! wB97M-V def2-TZVPD RIJCOSX def2/J DEFGRID3
* xyz 0 1
C 2.032 -0.887 0.120
C 1.312 0.020 -0.206
C 0.205 0.988 -0.377
O -1.079 0.554 0.012
C -1.663 -0.459 0.687
O -2.761 -0.226 1.130
H 2.703 -1.682 0.382
H 0.062 1.280 -1.428
H 0.408 1.878 0.237
H -1.215 -1.468 0.695
*
```



Molecular formula: C4H4O2
Method: DFT, the ωB97M-V functional and the def2-TZVPD basis

- energy (eV) = -8304.848
- SMILES = C#CC(=O)CO

```
! wB97M-V def2-TZVPD RIJCOSX def2/J DEFGRID3
* xyz 0 1
C 2.252 0.587 0.328
C 1.317 -0.156 0.498
C 0.014 -0.796 0.303
O -0.179 -1.982 0.173
C -0.965 0.311 -0.020
O -2.112 -0.110 -0.690
H 3.112 1.209 0.222
H -1.281 0.881 0.861
H -0.238 0.996 -0.522
H -1.920 -0.940 -1.152
*
```



Molecular formula: C4H4O2
Method: DFT, the ωB97M-V functional and the def2-TZVPD basis

- energy (eV) = -8302.176

```
! wB97M-V def2-TZVPD RIJCOSX def2/J DEFGRID3
* xyz 0 1
O -2.518 0.799 0.271
C -2.129 -0.303 0.017
O -0.822 -0.692 0.005
C 0.108 0.247 0.353
C 1.446 0.023 0.120
C 2.553 -0.670 0.032
H -2.755 -1.166 -0.244
H 1.184 1.029 -0.466
H -0.310 1.189 0.701
H 3.243 -0.457 -0.790
*
```



Molecular formula: C4H4O2
Method: DFT, the ωB97M-V functional and the def2-TZVPD basis

- energy (eV) = -8298.685

```
! wB97M-V def2-TZVPD RIJCOSX def2/J DEFGRID3
* xyz 0 1
C -0.379 0.553 -1.085
C -1.424 0.715 -0.191
C 0.157 0.457 0.217
C 1.065 -0.542 0.653
O -0.245 -0.442 -2.644
O -0.749 1.358 0.811
H -2.407 0.245 -0.121
H 1.485 -0.214 1.736
H 1.818 -0.511 -0.178
H 0.678 -1.619 0.802
*
```